# C3H8NO2

A 2-piece molecular cluster, C3H8NO2 overall (wB97M-V/def2-TZVPD, the Open Molecules 2025 dataset).

Computed properties:
DFT total energy ... -324.26080 Eh
<S²> ... 0.75
Highest occupied orbital energy (alpha / beta) ... -0.2089 / -0.3519 Eh
Multiplicity ... 2
Energy above the lowest of the compared OMol25 structures with the same formula, charge and spin ... 0.0994 eV

Each line ends with the Mulliken charge.
Atoms and positions in Å:
O -1.41 1.38 0.80  -0.3915
C -1.38 2.23 -0.03  0.1416
O -0.53 2.23 -1.07  -0.4172
H -2.13 3.04 -0.07  0.3172
H -0.44 3.12 -1.44  0.3372
C 0.58 -1.44 1.34  -0.6461
C 0.48 -0.95 -1.11  -0.5354
N 0.94 -1.69 -0.05  -0.1567
H -0.26 -2.07 1.63  0.2357
H 1.47 -1.58 1.96  0.2927
H 0.24 -0.42 1.43  0.2055
H 0.47 0.13 -1.06  0.1244
H 0.70 -1.37 -2.08  0.2918
H 1.29 -2.61 -0.24  0.2006

---

# C35H33BrEuN6O2S2

C35H33BrEuN6O2S2 as an isolated structure at a distorted geometry (wB97M-V/def2-TZVPD, the Open Molecules 2025 dataset).

Computed properties:
DFT total energy ... -5913.05761 Eh
<S²> ... 12.01
Highest occupied orbital energy (alpha / beta) ... -0.3979 / -0.3991 Eh
Multiplicity ... 7
Energy above the lowest of the compared OMol25 structures with the same formula, charge and spin ... 0.0000 eV
Total charge ... +1

Each line ends with the Mulliken charge.
Atoms and positions in Å:
Eu -1.51 0.15 -1.26  0.8050
C -4.10 1.70 -3.48  -1.3062
N -3.59 0.92 -2.35  -0.1635
C -3.74 1.48 -1.18  -0.0348
C -1.46 1.89 0.76  1.6696
C -1.09 2.89 1.83  -1.2923
C -0.49 2.23 2.81  -1.0462
C -0.37 0.81 2.37  -0.2913
N -0.86 0.61 1.22  0.2741
C -2.98 2.24 -4.35  0.5824
C -1.94 1.43 -4.78  -0.0008
C -0.92 1.94 -5.56  -0.7594
C -0.93 3.28 -5.93  -0.5184
C -1.97 4.09 -5.51  -0.6150
C -2.99 3.58 -4.72  -0.6441
H -4.69 2.54 -3.11  0.5048
H -4.78 1.07 -4.07  0.3213
H -4.11 2.50 -1.03  0.3538
H -1.36 3.93 1.79  0.5592
H -0.13 2.61 3.76  0.5594
H 0.09 0.01 2.95  0.4092
H -1.95 0.37 -4.53  0.8068
H -0.12 1.29 -5.91  0.4556
H -0.13 3.68 -6.54  0.4022
H -1.99 5.14 -5.79  0.3885
H -3.79 4.23 -4.39  0.3378
S -0.87 -2.42 0.04  -0.1804
C 0.61 -2.20 0.78  0.3536
N 0.96 -2.92 1.84  0.0738
C 2.35 -2.97 2.30  -0.9901
C 2.92 -1.58 2.28  -0.4003
N 2.75 -1.01 0.95  0.1058
C 3.85 -0.12 0.53  -1.4579
C 4.01 1.07 1.44  0.5110
C 5.07 1.14 2.33  -0.3582
C 5.23 2.24 3.15  -0.6431
C 4.32 3.29 3.08  -0.4784
C 3.26 3.23 2.19  -0.7407
C 3.10 2.12 1.37  -0.0424
C 1.65 -1.20 0.23  0.4932
S 1.40 -0.43 -1.23  -0.3478
C -0.04 -3.69 2.62  -2.1065
C -0.74 -2.76 3.58  1.0648
C -2.02 -2.30 3.33  -0.2778
C -2.62 -1.37 4.17  -0.6365
C -1.93 -0.90 5.28  -0.5211
C -0.65 -1.37 5.56  -0.7536
C -0.06 -2.30 4.71  -0.2327
H 2.92 -3.65 1.65  0.3476
H 2.36 -3.37 3.31  0.4468
H 3.99 -1.61 2.49  0.5446
H 2.46 -0.94 3.03  0.1588
H 3.65 0.19 -0.50  0.5528
H 4.75 -0.73 0.53  0.4708
H 5.80 0.33 2.36  0.3888
H 6.06 2.29 3.84  0.3931
H 4.45 4.16 3.71  0.4007
H 2.56 4.05 2.13  0.4626
H 2.27 2.07 0.67  0.4980
H 0.51 -4.47 3.14  0.5811
H -0.73 -4.16 1.92  0.7379
H -2.56 -2.66 2.46  0.4693
H -3.61 -1.01 3.95  0.4284
H -2.40 -0.18 5.93  0.4408
H -0.13 -1.03 6.44  0.4357
H 0.92 -2.68 4.95  0.4015
Br 0.23 -5.26 -5.69  -0.1177
C -0.30 -3.74 -4.73  0.1031
C 0.47 -2.59 -4.78  -0.8711
C 0.05 -1.50 -4.04  -0.2350
N -1.06 -1.50 -3.29  0.4314
C -1.80 -2.62 -3.28  -0.3182
C -1.46 -3.77 -3.97  -0.7899
H 1.37 -2.53 -5.37  0.4817
H 0.63 -0.59 -4.05  0.5886
H -2.72 -2.59 -2.70  0.5268
H -2.09 -4.64 -3.92  0.4727
O -2.90 1.71 0.89  -0.4015
N -3.31 0.79 -0.11  -0.4043
O -1.07 2.10 -0.53  -0.8184